P.
A 2-piece molecular cluster, C4H13N2O2 overall, computed with wB97M-V/def2-TZVPD.

Net charge: +1

Positions of all 21 atoms, in Å:
N (1.0318, -0.2345, -0.1410)
C (-0.3088, 0.3570, 0.1294)
C (-0.5349, 0.4183, 1.6288)
C (-0.7392, -0.9889, 2.1676)
O (0.0023, -1.9004, 1.9325)
C (-0.4152, 1.7102, -0.6018)
N (0.3752, 1.7949, -1.7914)
H (1.3592, 0.0233, -1.0720)
H (0.8926, -1.2705, -0.2268)
H (1.7446, -0.0387, 0.5585)
H (-1.0180, -0.3141, -0.3421)
H (0.2776, 0.9880, 2.0913)
H (-1.4235, 1.0201, 1.8067)
H (-1.7058, -1.1046, 2.6934)
H (-1.4510, 1.9781, -0.7985)
H (-0.1545, 2.4797, 0.1302)
H (0.9270, 2.6225, -1.9220)
H (0.0776, 1.2601, -2.5843)
H (0.3328, -3.2782, -0.5035)
H (0.3851, -2.9726, -2.0106)
O (0.3450, -2.5496, -1.1445)

---

Q.
A 2-piece molecular cluster, C4H13N2O2 overall, computed with wB97M-V/def2-TZVPD.

Net charge: +1

Positions of all 21 atoms, in Å:
O (-1.8557, -0.9094, -0.5450)
C (-0.7867, -1.4375, -0.3358)
N (-0.6302, -2.7970, -0.3405)
C (0.4819, -0.5866, -0.4227)
N (0.0309, 0.7935, -0.8352)
C (1.1288, 1.8518, -0.9042)
C (1.0513, -0.4464, 0.9806)
H (-1.4222, -3.3641, -0.5824)
H (0.2900, -3.1631, -0.1633)
H (1.2501, -0.9968, -1.0852)
H (-0.3287, 0.7779, -1.7893)
H (-0.6853, 1.2193, -0.2339)
H (1.1730, 2.3383, -1.8663)
H (0.8740, 2.6609, -0.2143)
H (2.0710, 1.3911, -0.6262)
H (1.6572, -1.2968, 1.3281)
H (1.8942, 0.2521, 1.0992)
H (0.3423, -0.3305, 1.8053)
H (-2.5107, 2.0655, 1.4766)
H (-2.2317, 0.5602, 1.5848)
O (-1.7936, 1.4174, 1.6698)

---

R.
A 2-piece molecular cluster, C4H13N2O2 overall, computed with wB97M-V/def2-TZVPD.

Net charge: +1

Positions of all 21 atoms, in Å:
O (0.4159, 0.3584, -2.2888)
C (-0.3489, 0.4245, -1.3763)
C (-0.0003, 1.3298, -0.1221)
C (0.8926, 0.3639, 0.7286)
C (-0.0839, -0.7729, 1.1585)
N (-1.4887, -0.4251, 1.2135)
N (1.0146, 2.3966, -0.6150)
H (-1.1884, -0.2415, -1.1679)
H (-0.8228, 1.8440, 0.3503)
H (1.3824, 0.8141, 1.5951)
H (1.5876, -0.1530, 0.0801)
H (0.2010, -1.4473, 1.9758)
H (0.1008, -1.6628, 0.4580)
H (-1.8376, -0.0718, 2.0942)
H (-2.1366, -1.1420, 0.9262)
H (1.7722, 2.4581, 0.0556)
H (1.2353, 2.2424, -1.6080)
H (0.6020, 3.3439, -0.5554)
H (-0.7871, -3.8103, -0.6125)
H (-0.1991, -2.8754, -1.6225)
O (-0.3111, -2.9736, -0.6673)

---

The least stable of them is R.

---

P.
One molecule with the formula C4H13N3, computed with wB97M-V/def2-TZVPD.

Net charge: 0

Positions of all 20 atoms, in Å:
N (-1.6766, 1.5733, 0.2668)
C (-2.1509, 0.2375, -0.1192)
C (-1.5694, -0.8726, 0.7363)
C (-0.0547, -0.8761, 0.8262)
N (0.6417, -0.3785, -0.3278)
C (2.0776, -0.3036, -0.2272)
N (2.6198, 0.7309, -1.0651)
H (-0.6601, 1.5795, 0.3196)
H (-1.9239, 2.2290, -0.4648)
H (-1.9911, -0.0036, -1.1724)
H (-3.2425, 0.2451, -0.0070)
H (-1.8905, -1.8120, 0.2595)
H (-2.0638, -0.8287, 1.6980)
H (0.2775, -0.2897, 1.6968)
H (0.3384, -1.8693, 1.0496)
H (0.2607, 0.0632, -1.1403)
H (2.5403, -1.2646, -0.4772)
H (2.3856, -0.0879, 0.8012)
H (3.1954, 1.4423, -0.6532)
H (2.8863, 0.4857, -1.9997)

---

Q.
One molecule with the formula C4H13N3, computed with wB97M-V/def2-TZVPD.

Net charge: 0

Positions of all 20 atoms, in Å:
N (2.5239, -1.3708, 0.6586)
C (2.3304, -0.2101, -0.2075)
C (1.2655, 0.7430, 0.3187)
N (-0.0640, 0.1313, 0.3436)
C (-0.8274, 0.3381, -0.8693)
C (-2.2264, -0.2227, -0.6778)
N (-2.9508, 0.5146, 0.3539)
H (2.5712, -1.0576, 1.6206)
H (3.4065, -1.8210, 0.4521)
H (3.2413, 0.4062, -0.2488)
H (2.1111, -0.4604, -1.2436)
H (1.2619, 1.5685, -0.4012)
H (1.5462, 1.1226, 1.2957)
H (-0.6364, 0.4957, 1.0965)
H (-0.3876, -0.2176, -1.7004)
H (-0.9026, 1.3991, -1.1686)
H (-2.1188, -1.2710, -0.3922)
H (-2.7430, -0.2896, -1.6484)
H (-3.5560, 1.2075, -0.0753)
H (-3.6087, -0.1025, 0.8190)

---

The least stable of them is P.

---

P.
A 2-piece molecular cluster, C4H13N3 overall, computed with wB97M-V/def2-TZVPD.

Net charge: 0

Positions of all 20 atoms, in Å:
H (-3.1039, -1.8547, -0.8537)
N (-2.2351, -1.3421, -0.7496)
C (-1.7526, -1.0545, -1.8915)
N (-0.6059, -0.3329, -2.0302)
C (-0.2138, 0.2361, -3.3046)
H (-2.1881, -1.4069, -2.8299)
H (-0.3389, 0.1798, -1.2044)
H (0.8570, 0.4342, -3.2917)
H (-0.4036, -0.4904, -4.0930)
H (-0.7376, 1.1667, -3.5436)
C (0.4996, -0.4171, 1.7493)
N (0.4694, 0.6734, 2.7143)
C (1.7488, 1.3450, 2.8198)
H (0.7154, -0.0074, 0.7619)
H (1.2743, -1.1628, 1.9762)
H (-0.4716, -0.9075, 1.6817)
H (0.2013, 0.3049, 3.6178)
H (2.5741, 0.7094, 3.1697)
H (1.6718, 2.2157, 3.4730)
H (2.0394, 1.7111, 1.8288)

---

Q.
A 2-piece molecular cluster, C4H13N3 overall, computed with wB97M-V/def2-TZVPD.

Net charge: 0

Positions of all 20 atoms, in Å:
C (1.3880, 1.8032, -0.2347)
C (1.8695, 0.9531, 0.7206)
N (2.0682, -0.3534, 0.3916)
N (1.6534, -0.6742, -0.9058)
H (1.2383, 2.8323, 0.0585)
H (0.5310, 1.5324, -0.8366)
H (2.3808, 1.2733, 1.6188)
H (2.9087, -0.8008, 0.7445)
H (1.9343, -1.6295, -1.1134)
H (1.9171, 0.3133, -1.4526)
C (-2.3718, -0.1310, -0.8868)
N (-1.4309, -1.0317, -0.2498)
C (-1.4229, -0.8983, 1.1944)
H (-2.2150, 0.9308, -0.6289)
H (-2.2910, -0.2324, -1.9691)
H (-3.3879, -0.4034, -0.5902)
H (-0.4952, -0.8510, -0.6069)
H (-2.3960, -1.2004, 1.5902)
H (-0.6636, -1.5595, 1.6120)
H (-1.2149, 0.1271, 1.5441)

---

The least stable of them is Q.

---

P.
A 2-piece molecular cluster, C4H13N3 overall, computed with wB97M-V/def2-TZVPD.

Net charge: 0

Positions of all 20 atoms, in Å:
H (-2.9869, -1.1529, 0.0461)
N (-2.5766, -0.2087, 0.1764)
N (-3.4021, 0.6907, 0.0460)
N (-4.6073, 0.4506, -0.4709)
H (-5.1692, 1.2550, -0.3392)
H (-4.8801, -0.4875, -0.3859)
C (1.2076, -1.7362, 0.2337)
C (1.5167, -0.1508, 0.3374)
C (2.7269, -0.0057, -0.5531)
C (0.3752, 0.7782, 0.1538)
H (1.6114, -2.3018, -0.6960)
H (1.8009, -2.3358, 0.9745)
H (0.1676, -1.9307, 0.4036)
H (1.8988, -0.1290, 1.4706)
H (3.3014, -0.9520, -0.6038)
H (3.2837, 0.7998, -0.2301)
H (2.5746, 0.1153, -1.6650)
H (-0.1067, 1.0585, 1.1459)
H (0.6251, 1.8364, -0.0943)
H (-0.4265, 0.3026, -0.4336)

---

Q.
One molecule with the formula C4H13N3, computed with wB97M-V/def2-TZVPD.

Net charge: 0

Positions of all 20 atoms, in Å:
N (1.8249, 2.3202, -1.0839)
C (1.6429, 0.8970, -0.8410)
C (0.7796, 0.5643, 0.3530)
C (-0.3878, -0.3205, -0.0089)
N (0.1046, -1.6047, -0.5553)
C (-1.2974, -0.5697, 1.1705)
N (-2.4692, -1.3854, 0.8100)
H (2.6126, 2.4829, -1.6955)
H (1.0379, 2.8046, -1.4946)
H (1.3085, 0.3447, -1.7258)
H (2.6427, 0.4909, -0.6754)
H (0.4725, 1.4879, 0.8489)
H (1.4370, 0.1024, 1.0835)
H (-1.0146, 0.2217, -0.7172)
H (-0.1252, -1.7197, -1.5349)
H (-0.4191, -2.3438, -0.1017)
H (-1.6157, 0.4080, 1.5512)
H (-0.7714, -0.9709, 2.0298)
H (-2.4593, -2.2387, 1.3635)
H (-3.3037, -0.9712, 1.2239)

---

The least stable of them is P.

---

P.
One molecule with the formula C4H13N3, computed with wB97M-V/def2-TZVPD.

Net charge: 0

Positions of all 20 atoms, in Å:
C (-0.9140, -0.5552, -2.0812)
C (0.4549, -0.2563, -1.5697)
N (1.2407, 0.7636, -2.2303)
C (0.4884, 0.1724, -0.0160)
N (-0.5362, -0.4745, 0.7749)
C (-0.1194, -0.5907, 2.1825)
N (-0.4722, 0.7015, 2.8099)
H (-0.8472, -0.5491, -3.1141)
H (-1.2989, -1.5617, -1.7952)
H (-1.6692, 0.2361, -1.9763)
H (1.0022, -1.3027, -1.7227)
H (1.1750, 1.6374, -1.6703)
H (0.8258, 0.9596, -3.0787)
H (1.5225, -0.1955, 0.3815)
H (0.4838, 1.2341, -0.0142)
H (-1.4009, 0.0634, 0.7517)
H (0.9643, -0.7630, 2.3043)
H (-0.6613, -1.3656, 2.8297)
H (0.1822, 1.3838, 3.1649)
H (-1.3638, 0.6680, 3.3640)

---

Q.
One molecule with the formula C4H13N3, computed with wB97M-V/def2-TZVPD.

Net charge: 0

Positions of all 20 atoms, in Å:
N (-2.7221, -1.1423, 0.5888)
C (-1.6562, -0.7465, 1.4086)
C (-1.1722, 0.6596, 1.0616)
C (-0.4323, 0.5725, -0.2736)
N (1.0399, 0.3209, -0.0834)
C (1.7951, -0.0324, -1.2601)
N (3.1001, 0.4197, -1.3623)
H (-3.3299, -1.7619, 1.1247)
H (-3.3185, -0.4843, 0.1183)
H (-0.6889, -1.3345, 1.3443)
H (-1.9822, -0.8378, 2.4739)
H (-0.3390, 0.7816, 1.8287)
H (-2.0512, 1.3254, 1.0399)
H (-0.6385, -0.0817, -1.0890)
H (-0.5751, 1.5736, -0.7444)
H (1.4981, 1.0721, 0.3824)
H (1.1453, 0.4948, -1.9614)
H (1.8182, -1.0752, -1.4905)
H (3.6207, 0.0130, -2.1000)
H (3.7095, 0.4071, -0.5482)

---

The least stable of them is Q.

---

P.
C5H6N2O as an isolated structure, computed with wB97M-V/def2-TZVPD.

Net charge: 0

Positions of all 14 atoms, in Å:
C (-0.9381, -0.4228, -0.0894)
C (-0.3454, 0.5701, -0.8836)
C (-0.1272, 0.1663, 0.9783)
C (1.3214, 0.0038, 0.6819)
C (1.2161, 0.3095, -0.7375)
H (-0.4361, 0.9885, -1.8550)
H (-0.1813, 2.4348, 0.0440)
H (-0.5526, -0.2273, 1.8623)
H (2.2206, 0.2103, 1.2513)
H (2.3119, -1.5064, -0.2420)
H (1.9305, 0.6957, -1.2929)
N (-0.7112, 1.3564, 0.3640)
N (1.2727, -1.1295, -0.1450)
O (-1.9981, -0.9931, -0.1249)

---

Q.
One molecule with the formula C5H6N2O, computed with wB97M-V/def2-TZVPD.

Net charge: 0

Positions of all 14 atoms, in Å:
C (-2.5873, -0.3528, 0.1497)
C (-1.6849, 0.6274, 0.0143)
C (-0.1515, -0.0785, -0.0190)
N (0.1071, -1.3867, -0.1294)
C (1.4969, -1.4255, -0.1617)
C (2.0087, -0.1797, -0.0796)
N (0.9545, 0.6644, -0.0696)
O (0.9966, 2.0354, -0.1331)
H (-3.7326, -0.2286, -0.0637)
H (-2.1933, -1.4029, -0.0320)
H (-1.7683, 1.6651, 0.1227)
H (1.9555, -2.3801, 0.0117)
H (3.1254, 0.0895, -0.2760)
H (1.4733, 2.3531, 0.6657)

---

R.
One molecule with the formula C5H6N2O, computed with wB97M-V/def2-TZVPD.

Net charge: 0

Positions of all 14 atoms, in Å:
C (2.2059, 0.2564, -0.6533)
C (1.1709, -0.7232, -0.3573)
O (1.3192, -1.9122, -0.4247)
C (-0.1428, -0.1021, -0.0211)
N (-0.5999, 1.0905, -0.4162)
C (-1.9265, 1.1092, 0.1466)
C (-2.1062, -0.0775, 0.8068)
N (-1.0329, -0.8470, 0.6754)
H (2.0132, 0.9999, -1.4731)
H (2.5341, 0.7654, 0.1332)
H (3.0547, -0.2519, -0.9491)
H (-2.4899, 1.8086, 0.0279)
H (-3.0804, -0.1604, 1.3816)
H (-0.9195, -1.9557, 1.1235)

---

The least stable of them is P.